No. 1
{
  "formula": "C5H8Si",
  "method": "ωB97M-V/def2-TZVPD",
  "total_energy_ev": -13190.17146,
  "molar_mass_da": 96.20,
  "e_above_lowest_ev": 0.356,
  "smiles": "C1=C[SiH2]C=CC1",
  "species": ["C", "C", "C", "C", "C", "Si", "H", "H", "H", "H", "H", "H", "H", "H"],
  "coordinates": [[-0.33, -1.34, 0.40], [1.36, 0.29, -0.41], [-1.19, -0.49, 0.88], [0.70, 1.40, -0.16], [0.66, -1.10, -0.60], [-1.12, 1.19, 0.25], [-0.47, -2.35, 0.76], [2.43, 0.31, -0.47], [-2.01, -0.77, 1.50], [1.27, 2.25, -0.08], [0.11, -1.13, -1.60], [1.41, -1.87, -0.57], [-1.54, 1.33, -1.15], [-1.28, 2.28, 1.25]],
  "lowdin_charge": [-0.23, -0.16, -0.24, -0.24, -0.21, 0.63, 0.11, 0.09, 0.05, 0.02, 0.15, 0.10, -0.03, -0.04]
}

No. 2
{
  "formula": "C5H9AgMgO4",
  "method": "ωB97M-V/def2-TZVPD",
  "multiplicity": 3,
  "total_energy_ev": -22958.91276,
  "molar_mass_da": 265.30,
  "s2": 2.02,
  "e_above_lowest_ev": 1.614,
  "species": ["O", "C", "C", "O", "C", "C", "O", "C", "Mg", "H", "H", "H", "H", "H", "H", "H", "H", "H", "Ag", "O"],
  "coordinates": [[1.87, -1.49, -1.08], [0.58, -1.32, -1.33], [-0.27, -0.60, -0.56], [0.29, -0.39, 0.75], [0.30, 0.96, 1.18], [1.21, 1.07, 2.37], [2.47, 0.49, 2.00], [3.50, 0.71, 2.97], [2.22, -1.27, 0.84], [0.21, -1.69, -2.30], [-0.72, 1.28, 1.45], [0.66, 1.59, 0.35], [0.81, 0.53, 3.24], [1.35, 2.12, 2.64], [4.39, 0.18, 2.62], [3.71, 1.78, 3.05], [3.19, 0.31, 3.95], [-1.28, 0.95, -1.84], [-2.54, -0.81, -0.96], [-2.42, 0.80, -1.95]],
  "lowdin_charge": [-0.27, -0.36, -0.24, -0.30, -0.19, -0.18, -0.34, -0.09, 0.72, 0.10, 0.14, 0.14, 0.14, 0.14, 0.08, 0.10, 0.10, 0.06, 0.82, -0.56]
}